Entry from OMol25: 3 unconnected molecules or ions with the total composition C17H32FN4O5S (ωB97M-V/def2-TZVPD).

Orbital gap (eV): 5.77
E_LUMO (eV): -5.47
Largest force on an atom (eV Å⁻¹): 7.28
Total charge: +1

CARTESIAN COORDINATES (ANGSTROEM)
1 C -1.845 -2.823 2.798
2 C -1.502 -1.663 1.720
3 C -2.767 -1.303 0.793
4 O -2.489 -0.110 -0.051
5 C -1.836 -0.621 -1.174
6 C -2.526 -1.340 -2.363
7 N -2.018 -1.887 -3.530
8 N -0.699 -1.844 -3.685
9 C 0.122 -1.264 -2.694
10 C 1.706 -1.344 -3.013
11 C 2.058 -2.933 -3.107
12 C 1.228 -3.789 -2.039
13 F 1.937 -3.434 -4.447
14 C -0.269 -0.581 -1.384
15 S 0.861 0.202 -0.151
16 C 2.087 1.394 -0.893
17 O 1.544 -0.871 0.685
18 O 0.057 1.024 0.844
19 H -2.339 -2.392 3.730
20 H -0.862 -3.349 3.081
21 H -2.534 -3.587 2.293
22 H -1.086 -0.748 2.269
23 H -0.696 -2.113 1.033
24 H -3.011 -2.227 0.149
25 H -3.714 -1.114 1.420
26 H -3.667 -1.431 -2.255
27 H -0.296 -2.252 -4.553
28 H 2.351 -0.946 -2.171
29 H 1.928 -0.906 -4.039
30 H 3.164 -3.015 -2.796
31 H 1.123 -3.211 -1.057
32 H 0.222 -4.092 -2.480
33 H 1.798 -4.752 -1.773
34 H 1.930 1.502 -2.014
35 H 2.133 2.382 -0.325
36 H 3.119 0.899 -0.740
37 C -4.317 2.606 -0.484
38 O -5.209 2.132 -1.164
39 N -4.324 3.848 0.072
40 C -3.219 4.342 0.870
41 C -5.475 4.706 -0.142
42 H -3.399 2.039 -0.262
43 H -3.583 4.582 1.872
44 H -2.817 5.244 0.403
45 H -2.427 3.595 0.946
46 H -6.368 4.211 0.247
47 H -5.606 4.869 -1.214
48 H -5.337 5.663 0.361
49 C 4.990 -0.073 1.187
50 O 5.722 0.389 0.329
51 N 4.754 0.485 2.406
52 C 3.866 -0.127 3.374
53 C 5.414 1.732 2.746
54 H 4.441 -1.016 1.030
55 H 3.054 0.569 3.603
56 H 4.427 -0.343 4.286
57 H 3.443 -1.054 2.986
58 H 5.130 2.498 2.019
59 H 6.496 1.590 2.699
60 H 5.129 2.054 3.748

Here are the natural (NBO) charges for atoms 1 to 5, given in e:
1. C -0.6216
2. C -0.4432
3. C -0.0916
4. O -0.4819
5. C 0.5026